[1]
The following is a quantum chemistry calculation of C31H47BrN2P2Pt as an isolated structure, from the Open Molecules 2025 dataset.

E_tot	-127739.8695	eV
net charge	+2
Kohn-Sham gap (spin up / spin down)	6.1 / 4.7	eV
highest occupied orbital energy (spin up / spin down)	-12.8 / -13.0	eV
LUMO (spin up / spin down)	-6.76 / -8.27	eV
relative energy (zero: lowest compared OMol25 entry of this formula, charge and spin)	0.593	eV
spin multiplicity	3

```
84
C31H47BrN2P2Pt ωB97M-V/def2-TZVPD
N 9.12157 3.23613 -1.34738
C 8.99911 1.90972 -1.22730
C 7.77259 1.30858 -0.90670
C 6.59525 2.10315 -0.79180
C 6.77194 3.49818 -0.87835
C 8.04643 4.00643 -1.19167
C 5.30950 1.43291 -0.67064
Pt -0.42278 -0.90297 0.52715
P -3.91978 -0.38265 -2.53227
C 4.04804 1.93549 -0.80080
C 2.97990 1.03317 -1.13269
C 1.80641 1.43311 -1.82897
C 0.67243 0.62912 -1.78848
C 0.78188 -0.54991 -1.00322
C 2.03756 -1.17827 -0.84672
C 3.10522 -0.30788 -0.69203
Br -2.65883 -1.72384 1.31597
H 5.41558 0.35335 -0.62527
H 3.83584 3.01593 -0.77902
H 7.72030 0.22268 -0.83764
H 5.93449 4.17565 -0.77569
H 9.89237 1.29720 -1.42301
H 8.18238 5.07696 -1.35358
H 1.78636 2.40704 -2.31839
H 3.99755 -0.65543 -0.16313
H -0.26419 0.85041 -2.28864
H 2.16773 -2.25613 -0.75157
P -0.85839 0.94966 1.70959
C -2.36155 -1.29948 -2.73681
C -2.30467 -1.97186 -4.12981
H -2.29953 -2.05537 -1.94177
H -1.51391 -0.61133 -2.57923
H -1.43965 -2.64173 -4.21492
H -3.19422 -2.58190 -4.33449
H -2.21774 -1.21935 -4.92355
C -3.58359 1.39781 -2.63181
C -4.83729 2.16810 -3.08743
H -2.79228 1.52070 -3.38668
H -3.19458 1.74693 -1.66546
H -4.60652 3.22550 -3.25807
H -5.22141 1.75923 -4.03170
H -5.62364 2.11569 -2.32306
C -4.84556 -0.65330 -0.96696
C -5.71536 -1.90034 -1.15890
H -5.46591 0.22994 -0.77699
H -4.12082 -0.78426 -0.14346
H -6.03261 -2.32104 -0.19897
H -6.61860 -1.68880 -1.73905
H -5.15382 -2.65306 -1.72546
C -1.85378 0.90538 3.28173
C -1.57311 1.99896 4.31555
H -1.70756 -0.09605 3.71624
H -2.90201 0.95312 2.94873
H -0.65675 1.80925 4.88578
H -1.52360 3.00795 3.88314
H -2.39472 2.00495 5.04157
C -1.72405 2.07581 0.55500
C -1.19115 3.49526 0.42403
H -2.78511 2.03316 0.85238
H -1.63838 1.56808 -0.41846
H -1.20462 4.02350 1.38827
H -0.17614 3.51826 0.00471
H -1.83423 4.03545 -0.28759
C 0.77710 1.64014 2.20209
C 1.65301 0.60813 2.91007
H 0.57989 2.53528 2.81417
H 1.23765 1.98775 1.26319
H 2.70691 0.73736 2.64109
H 1.58958 0.70650 4.00308
H 1.37974 -0.41826 2.62917
N 0.14392 -3.06131 0.52692
C -0.48081 -3.95562 1.48411
C -1.35514 -4.91943 0.98291
C -1.99721 -5.78547 1.87111
C -1.76867 -5.67347 3.25745
C -0.94449 -4.66274 3.73653
C -0.28418 -3.79754 2.84676
H -0.00802 -3.45016 -0.40617
H 1.15627 -3.13776 0.65297
H -1.56290 -4.94158 -0.09022
H -2.67171 -6.54226 1.46491
H -2.22616 -6.38125 3.95445
H -0.80839 -4.54156 4.81050
H 0.33563 -2.97970 3.21068
```

***

[2]
The following is a quantum chemistry calculation of C3H9NO6S in the gas phase, from the Open Molecules 2025 dataset.

E_tot	-27859.9592	eV
net charge	0
Kohn-Sham gap (spin up / spin down)	4.6 / 6.3	eV
highest occupied orbital energy (spin up / spin down)	-4.1 / -10.9	eV
LUMO (spin up / spin down)	0.57 / -4.57	eV
spin multiplicity	3

```
20
C3H9NO6S ωB97M-V/def2-TZVPD
C -0.27745 0.94474 1.14031
C 0.01492 0.12211 -0.02776
C -0.79616 -1.20903 0.05318
N -0.12534 0.69579 -1.35850
O 1.95937 -1.56188 -1.06178
O 2.56546 0.79811 -0.53763
O 2.12160 -0.89744 1.40673
O -0.46894 -1.97614 1.07963
O -2.11249 -0.81330 0.18459
O -0.66527 -1.99608 -1.11575
S 1.71008 -0.61667 0.02523
H 0.44058 1.66059 1.42259
H -1.17284 1.60137 1.14243
H -0.43878 0.41262 2.04396
H 3.50207 0.75951 -0.21889
H -0.08354 0.01188 -2.10704
H 0.44000 1.53065 -1.53003
H 0.42329 -1.94955 1.26142
H -2.76400 -1.43009 -0.24827
H 0.22555 -2.19304 -1.46044
```

***

[3]
The following is a quantum chemistry calculation of a 2-piece molecular cluster, CH2N2S2 overall, from the Open Molecules 2025 dataset.

E_tot	-25717.1319	eV
SMILES	S=[NH+][S-].C#N
net charge	0
Kohn-Sham gap	7.0	eV
highest occupied orbital energy	-8.9	eV
LUMO	-1.87	eV
relative energy (zero: lowest compared OMol25 entry of this formula, charge and spin)	2.079	eV
spin multiplicity	1

```
7
CH2N2S2 ωB97M-V/def2-TZVPD
S -0.33698 0.08836 0.64598
N 0.22985 -1.44917 0.48901
S -0.53512 -2.70126 -0.23859
H 1.05991 -1.60795 0.90066
C 1.82478 1.81195 -1.42027
N 0.97823 1.31453 -2.00619
H 2.57788 2.34515 -0.86769
```